[1]
# C3H4ClF

A structure of composition C3H4ClF in a non-equilibrium geometry (ωB97M-V/def2-TZVPD, the OMol25 dataset).

Structure (XYZ):
```
9
Properties=species:S:1:pos:R:3
C -0.229 -0.490 -0.899
C 0.260 0.107 0.191
C -0.450 0.171 1.434
F -1.711 -0.208 1.457
Cl 0.596 -1.562 2.616
H 0.326 -0.525 -1.820
H -1.201 -0.954 -0.889
H 1.239 0.558 0.206
H -0.224 0.917 2.185
```

Values from the calculation:
max |F| = 0.0513 hartree/bohr
ΔE to the lowest compared entry with this formula, charge and spin = 104.9 kJ/mol
E_LUMO = -0.0425 hartree
gap between HOMO and LUMO = 0.32234 Eh

[2]
# C3H4ClFN2

The molecule C3H4ClFN2 in a non-equilibrium geometry (ωB97M-V/def2-TZVPD, the OMol25 dataset).

Structure (XYZ):
```
11
Properties=species:S:1:pos:R:3
C -0.294 -2.636 0.564
N -0.817 -1.748 -0.172
N 0.002 -1.295 -1.192
C 0.213 -0.039 -1.193
C -0.336 0.931 -0.174
F -0.420 2.154 -0.749
Cl 0.748 1.026 1.241
H -0.945 -3.040 1.370
H 0.701 -2.992 0.445
H 0.822 0.388 -2.017
H -1.305 0.588 0.207
```

Values from the calculation:
SMILES = C=N/N=C\[C@H](F)Cl
max |F| = 0.0361 hartree/bohr
ΔE to the lowest compared entry with this formula, charge and spin = 113.6 kJ/mol
E_LUMO = 0.0143 hartree
gap between HOMO and LUMO = 0.37871 Eh

[3]
# C3H4ClFO

The molecule C3H4ClFO in a non-equilibrium geometry (ωB97M-V/def2-TZVPD, the OMol25 dataset).

Structure (XYZ):
```
10
Properties=species:S:1:pos:R:3
O -0.753 -1.080 1.590
C -0.484 -1.191 0.162
C 1.011 -1.119 -0.214
C 0.062 0.018 -0.503
F -0.267 0.216 -1.812
Cl 0.238 1.583 0.347
H -1.142 -1.933 1.953
H -1.127 -1.793 -0.568
H 1.444 -1.747 -1.036
H 1.679 -0.995 0.674
```

Values from the calculation:
SMILES = O[C@@H]1C[C@]1(F)Cl
max |F| = 0.0427 hartree/bohr
ΔE to the lowest compared entry with this formula, charge and spin = 112.2 kJ/mol
E_LUMO = 0.0226 hartree
gap between HOMO and LUMO = 0.40505 Eh

[4]
# C3H4ClFOS

A structure of composition C3H4ClFOS in a non-equilibrium geometry (ωB97M-V/def2-TZVPD, the OMol25 dataset).

Structure (XYZ):
```
11
Properties=species:S:1:pos:R:3
C -0.356 0.857 -0.383
C 0.301 -0.647 -0.306
C -0.784 -0.130 0.553
H 0.040 2.207 1.022
H -1.067 0.741 -1.311
H -0.207 -1.448 -0.985
H 2.735 -1.612 -1.056
O 0.172 2.102 -0.025
F -0.387 0.110 1.909
S 1.871 -1.117 0.408
Cl -2.316 -1.063 0.173
```

Values from the calculation:
max |F| = 0.0816 hartree/bohr
ΔE to the lowest compared entry with this formula, charge and spin = 360.7 kJ/mol
E_LUMO = -0.0116 hartree
gap between HOMO and LUMO = 0.31982 Eh

[5]
# C3H4ClFOS

The molecule C3H4ClFOS in a non-equilibrium geometry (ωB97M-V/def2-TZVPD, the OMol25 dataset).

Structure (XYZ):
```
11
Properties=species:S:1:pos:R:3
C 0.913 -0.369 1.627
C 0.534 -0.385 0.182
F 0.350 -1.673 -0.252
Cl 1.768 0.400 -0.776
C -0.782 0.408 0.069
O -0.724 1.733 0.387
S -2.169 -0.266 -0.330
H 1.617 -1.235 1.749
H 0.020 -0.621 2.241
H 1.459 0.589 1.884
H 0.200 1.989 0.509
```

Values from the calculation:
SMILES = C[C@](F)(Cl)C(O)=S
max |F| = 0.0374 hartree/bohr
ΔE to the lowest compared entry with this formula, charge and spin = 13.5 kJ/mol
E_LUMO = 0.0005 hartree
gap between HOMO and LUMO = 0.33655 Eh

[6]
# C3H4ClI

A cluster of 2 separate species, C3H4ClI in total in a non-equilibrium geometry (ωB97M-V/def2-TZVPD, the OMol25 dataset).

Structure (XYZ):
```
9
Properties=species:S:1:pos:R:3
C -0.402 0.364 -0.402
C -1.443 1.206 -0.602
C 1.229 -0.176 0.810
Cl -1.759 2.602 0.264
I 2.935 0.592 -0.088
H 0.972 -1.238 0.461
H -0.220 -0.582 -0.940
H -2.295 0.881 -1.308
H 0.907 0.172 1.846
```

Values from the calculation:
max |F| = 0.0950 hartree/bohr
ΔE to the lowest compared entry with this formula, charge and spin = 267.9 kJ/mol
E_LUMO = 0.0084 hartree
gap between HOMO and LUMO = 0.34040 Eh

[7]
# C3H4ClI

A cluster of 2 separate species, C3H4ClI in total in a non-equilibrium geometry (ωB97M-V/def2-TZVPD, the OMol25 dataset).

Structure (XYZ):
```
9
Properties=species:S:1:pos:R:3
C 0.293 -0.027 0.827
C 1.030 0.561 1.762
C -0.837 -0.200 -1.792
Cl 1.989 1.866 1.397
I -1.261 -2.150 -1.715
H -0.069 0.054 -2.538
H -0.349 -0.900 1.034
H 0.847 0.161 2.846
H -1.643 0.636 -1.820
```

Values from the calculation:
max |F| = 0.0661 hartree/bohr
ΔE to the lowest compared entry with this formula, charge and spin = 437.1 kJ/mol
E_LUMO (alpha / beta) = -0.0187 / -0.0224 hartree
gap between HOMO and LUMO (alpha / beta) = 0.33390 / 0.29324 Eh

[8]
# C3H4ClIO2S

A cluster of 2 separate species, C3H4ClIO2S in total in a non-equilibrium geometry (ωB97M-V/def2-TZVPD, the OMol25 dataset).

Structure (XYZ):
```
12
Properties=species:S:1:pos:R:3
C 0.257 0.479 0.437
C -1.658 -0.870 0.407
C 1.571 0.619 0.960
O -0.284 1.262 -0.338
O -0.352 -0.632 0.913
S 1.644 -0.805 -2.386
Cl 2.527 1.905 0.497
I 0.285 0.930 -3.031
H -1.621 -1.032 -0.673
H -2.308 -0.019 0.615
H -2.017 -1.764 0.911
H 1.957 -0.072 1.688
```

Values from the calculation:
max |F| = 0.0207 hartree/bohr
ΔE to the lowest compared entry with this formula, charge and spin = 85.2 kJ/mol
E_LUMO (alpha / beta) = -0.1181 / -0.1182 hartree
gap between HOMO and LUMO (alpha / beta) = 0.17493 / 0.17465 Eh

[9]
# C3H4ClN

The molecule C3H4ClN in a non-equilibrium geometry (ωB97M-V/def2-TZVPD, the OMol25 dataset).

Structure (XYZ):
```
9
Properties=species:S:1:pos:R:3
C 0.151 -0.357 1.006
C -0.166 0.471 -0.161
Cl -1.926 0.387 -0.537
C 0.543 -0.005 -1.444
N 0.735 -0.223 -2.557
H 1.217 -0.522 1.156
H -0.328 0.014 1.960
H -0.324 -1.285 0.694
H 0.098 1.520 -0.116
```

Values from the calculation:
SMILES = C[C@H](Cl)C#N
max |F| = 0.0556 hartree/bohr
ΔE to the lowest compared entry with this formula, charge and spin = 14.8 kJ/mol
E_LUMO = 0.0218 hartree
gap between HOMO and LUMO = 0.44377 Eh

[10]
# C3H4ClNO

A cluster of 2 separate species, C3H4ClNO in total in a non-equilibrium geometry (ωB97M-V/def2-TZVPD, the OMol25 dataset).

Structure (XYZ):
```
10
Properties=species:S:1:pos:R:3
C -1.052 -0.029 0.267
C 2.770 0.682 0.716
C -0.237 -0.790 -0.799
N -1.087 1.175 0.375
O 2.163 1.516 0.263
Cl 1.201 -1.459 0.063
H -1.714 -0.790 0.672
H -0.881 -1.565 -1.226
H 0.204 -0.264 -1.626
H -1.366 1.525 1.294
```

Values from the calculation:
max |F| = 0.0965 hartree/bohr
ΔE to the lowest compared entry with this formula, charge and spin = 158.8 kJ/mol
E_LUMO = 0.0297 hartree
gap between HOMO and LUMO = 0.39307 Eh

Q: Look up the max |F| of the ninth one.
A: 0.0556 hartree/bohr